{"formula": "C26H22BrF5HgN9OS3", "method": "the ωB97M-V functional and the def2-TZVPD basis", "homo_energy_ev": [-0.51, -1.97], "e_tot_ha": -5993.29218, "homo_lumo_gap_ev": [4.50, 5.96], "s_squared": 0.770, "e_lumo_ev": [3.990, 3.990], "spin_multiplicity": 2, "total_charge": -2, "symbols": ["Hg", "Br", "S", "S", "S", "F", "F", "F", "F", "F", "O", "N", "N", "N", "N", "N", "N", "N", "N", "N", "C", "C", "C", "C", "C", "C", "C", "C", "C", "C", "C", "C", "C", "C", "C", "C", "C", "C", "C", "C", "C", "C", "C", "C", "C", "C", "H", "H", "H", "H", "H", "H", "H", "H", "H", "H", "H", "H", "H", "H", "H", "H", "H", "H", "H", "H", "H", "H"], "positions_angstrom": [[-0.53564, 0.43785, 2.23256], [5.83352, 5.76112, -0.43893], [-0.74384, 2.92649, 0.47404], [-7.49926, 0.44105, -2.14999], [-4.60940, 0.13317, -3.17910], [-3.03956, 1.78520, 2.31637], [-4.00598, 1.08168, 4.77636], [-2.22144, -0.15734, 5.11901], [-3.41716, -0.46065, 3.36879], [-1.84683, 2.50336, 4.07454], [0.66518, -0.81749, 1.19615], [-1.99028, 0.16107, -0.01043], [6.14972, -1.17183, 0.23455], [-2.29173, -2.71164, -0.11319], [-6.00314, -1.47121, -1.38466], [1.48896, -0.36239, -1.31118], [-2.98179, 3.48649, -1.06080], [-2.65983, 1.32403, -0.44034], [-4.76244, -1.91785, -1.00014], [6.90135, -0.21215, -0.19273], [7.39088, 1.95265, -1.02231], [3.79920, -0.80508, -0.64526], [-2.92700, 0.47591, 4.16522], [-7.01357, 2.05820, -2.54022], [1.89523, -0.17619, -2.50683], [-4.65013, -3.10738, -0.52168], [-3.27606, -4.76301, 0.58539], [-0.99481, -4.31932, 1.16915], [-2.08854, 1.42205, 3.29877], [1.98520, -0.87162, 0.98780], [7.10999, 3.28700, -1.09972], [6.13741, 3.84653, -0.29928], [2.40876, -0.66910, -0.34196], [5.59186, 1.72881, 0.59217], [-2.09578, -5.14719, 1.19530], [-5.87103, -0.39926, -2.13319], [-3.30975, -3.54616, -0.05147], [5.38183, 3.09519, 0.54119], [6.57103, 1.09880, -0.20258], [4.75148, -1.05465, 0.40305], [4.16592, -0.81704, -2.03759], [4.24398, -1.22465, 1.66859], [3.24472, -0.41501, -2.91948], [-2.17445, 2.52157, -0.34188], [2.88078, -1.14818, 2.00239], [-1.19424, -3.08306, 0.47333], [5.01813, -1.32178, 2.40409], [3.61197, -0.31003, -3.91672], [0.00483, -4.61513, 1.43505], [-2.92836, 4.43156, -0.66220], [-6.15038, 2.00551, -3.24281], [-0.39928, -2.41981, 0.35264], [-1.38430, -0.13148, -0.75496], [-5.44160, -3.90069, -0.46361], [2.53733, -1.21275, 3.03554], [1.15507, 0.17689, -3.23981], [-2.02553, -6.04502, 1.77707], [-4.10952, -5.46302, 0.61085], [8.04966, 1.53148, -1.73861], [7.65271, 3.95028, -1.77312], [-3.38495, 1.11987, -1.08193], [-3.91753, 3.19116, -1.17982], [4.60710, 3.54943, 1.17555], [-2.72363, -0.54913, 0.04723], [5.14701, -1.02372, -2.37186], [-7.88511, 2.50835, -2.98712], [-6.80538, 2.67226, -1.67413], [4.97841, 1.15697, 1.31887]]}